# 1
# C3H7ClNS

A 2-piece molecular cluster, C3H7ClNS overall (ωB97M-V/def2-TZVPD, OMol25).

The geometry in ORCA input format:
```
! RIJCOSX wB97M-V def2-TZVPD def2/J DEFGRID3
* xyz 1 1
C 1.389 -0.179 0.141
C -1.255 1.122 -0.438
C 1.076 -1.554 0.020
N -2.204 0.567 0.215
S 2.882 0.514 0.076
Cl -0.612 -2.036 -0.374
H -1.437 2.126 -0.819
H -0.145 0.857 -0.273
H 1.778 -2.171 -0.634
H 1.087 -1.835 1.125
H -3.154 0.915 0.158
H -1.876 -0.141 0.922
H 2.471 1.815 -0.119
*
```

LUMO = -4.939 eV

---

# 2
# C3H7ClNS

A 2-piece molecular cluster, C3H7ClNS overall (ωB97M-V/def2-TZVPD, OMol25).

The geometry in ORCA input format:
```
! RIJCOSX wB97M-V def2-TZVPD def2/J DEFGRID3
* xyz 1 1
C 1.611 -1.517 0.738
C 1.391 -0.670 -0.542
C 0.393 -0.860 0.568
N -0.797 -0.559 0.740
S -2.699 1.943 -0.162
Cl -1.860 3.585 -0.909
H 1.586 -2.539 0.925
H 2.216 -1.034 1.495
H 1.944 0.182 -0.560
H 1.104 -0.992 -1.535
H -1.266 0.147 0.086
H -2.175 3.393 -2.236
H -1.447 -1.080 1.393
*
```

LUMO = -3.965 eV

---

# 3
# C3H7ClOS

One molecule with the formula C3H7ClOS (ωB97M-V/def2-TZVPD, OMol25).

The geometry in ORCA input format:
```
! RIJCOSX wB97M-V def2-TZVPD def2/J DEFGRID3
* xyz 0 1
O -0.430 2.067 -0.174
C 0.574 1.257 0.426
C 0.690 -0.139 -0.272
Cl 2.323 -0.794 0.010
C -0.282 -1.285 0.174
S -2.002 -0.834 0.127
H -1.174 1.490 -0.322
H 0.500 1.195 1.464
H 1.546 1.834 0.280
H 0.570 -0.035 -1.325
H -0.015 -2.155 -0.413
H -0.107 -1.511 1.254
H -2.193 -1.089 -1.229
*
```

SMILES = OC[C@@H](Cl)CS
LUMO = 0.563 eV

---

# 4
# C3H7ClS

C3H7ClS as an isolated structure (ωB97M-V/def2-TZVPD, OMol25).

The geometry in ORCA input format:
```
! RIJCOSX wB97M-V def2-TZVPD def2/J DEFGRID3
* xyz 0 1
C 1.072 0.516 0.148
C -0.440 0.655 -0.219
C -1.174 -0.446 0.397
H 1.245 -1.733 -1.318
H 1.695 1.393 -0.380
H 1.180 0.359 1.267
H -0.429 0.685 -1.382
H -0.689 1.758 -0.149
H -1.141 -0.328 1.565
H -0.556 -1.278 0.168
S 2.056 -0.924 -0.018
Cl -2.820 -0.658 -0.079
*
```

LUMO = 0.270 eV

---

# 5
# C3H7F2N2O2

C3H7F2N2O2 as an isolated structure (ωB97M-V/def2-TZVPD, OMol25).

The geometry in ORCA input format:
```
! RIJCOSX wB97M-V def2-TZVPD def2/J DEFGRID3
* xyz -1 1
C 0.371 -0.115 -0.019
H 1.845 1.420 -0.026
C 0.444 1.389 -0.021
H 0.460 -0.619 0.945
C 0.675 -0.810 -1.325
H -0.079 -0.498 -2.063
H 1.641 -0.501 -1.746
H 0.657 -1.900 -1.186
N 0.199 1.988 1.306
O 0.242 3.217 1.382
O 0.025 1.298 2.305
N -0.361 1.966 -1.030
H -0.036 2.870 -1.343
H -1.343 1.615 -0.961
F -1.379 -0.341 -0.098
F 2.536 0.428 0.288
*
```

LUMO = 4.150 eV

---

# 6
# C3H7F2NO

A 2-piece molecular cluster, C3H7F2NO overall (ωB97M-V/def2-TZVPD, OMol25).

The geometry in ORCA input format:
```
! RIJCOSX wB97M-V def2-TZVPD def2/J DEFGRID3
* xyz 0 1
C -1.269 0.958 0.795
C -0.636 0.163 -0.349
C -1.006 -1.246 -0.380
O 0.159 0.666 -1.039
H -0.820 0.776 1.681
H -2.362 0.795 0.983
H -1.217 2.057 0.598
H -2.116 -1.476 -0.135
H -0.719 -1.614 -1.324
H -0.397 -1.676 0.360
F 3.079 0.984 0.369
N 2.900 0.065 -0.559
F 2.256 -1.035 0.097
H 2.148 0.582 -1.097
*
```

SMILES = CC(C)=O.FNF
LUMO = 0.855 eV

---

# 7
# C3H7FINO

A 2-piece molecular cluster, C3H7FINO overall (ωB97M-V/def2-TZVPD, OMol25).

The geometry in ORCA input format:
```
! RIJCOSX wB97M-V def2-TZVPD def2/J DEFGRID3
* xyz 0 1
C -1.881 1.569 -0.016
C 0.317 -2.095 -0.159
C 2.092 -0.772 0.479
N -0.705 0.854 -0.540
O 1.414 -1.503 -0.392
F 2.092 -1.295 1.723
I 3.769 0.327 -0.066
H -2.226 0.928 0.791
H -1.600 2.475 0.396
H -2.635 1.934 -0.739
H -0.023 1.072 0.221
H -0.163 -2.285 0.767
H -0.027 -2.603 -1.034
H -0.423 1.392 -1.432
*
```

LUMO (alpha / beta) = 0.170 / 0.352 eV

---

# 8
# C3H7FN2O

One molecule with the formula C3H7FN2O (ωB97M-V/def2-TZVPD, OMol25).

The geometry in ORCA input format:
```
! RIJCOSX wB97M-V def2-TZVPD def2/J DEFGRID3
* xyz 0 1
N 0.026 2.128 -0.146
N -0.706 0.958 -0.096
C -0.042 -0.142 -0.036
C -0.836 -1.423 -0.031
O -2.218 -1.204 -0.019
C 1.452 -0.209 -0.010
F 1.869 -1.524 -0.103
H 0.731 2.175 0.604
H -0.594 2.910 0.013
H -0.530 -2.035 0.826
H -0.537 -2.000 -0.958
H -2.345 -0.218 -0.130
H 1.855 0.190 0.923
H 1.875 0.396 -0.837
*
```

SMILES = N/N=C(/CO)CF
LUMO = 0.837 eV

---

# 9
# C3H7FN4

C3H7FN4 as an isolated structure (ωB97M-V/def2-TZVPD, OMol25).

The geometry in ORCA input format:
```
! RIJCOSX wB97M-V def2-TZVPD def2/J DEFGRID3
* xyz 0 1
C -1.598 -0.287 -0.003
C 0.621 0.524 -0.280
C 2.182 0.239 0.250
H -1.351 1.601 0.867
H -2.996 0.999 0.136
H -1.571 -2.132 0.047
H 0.151 -1.429 -0.275
H 1.128 2.252 0.189
H 3.284 0.695 -0.379
H 2.399 0.610 1.311
N -2.032 0.933 0.111
N -2.222 -1.397 0.092
N -0.196 -0.440 -0.259
N 0.340 1.709 -0.218
F 2.278 -1.232 0.025
*
```

LUMO = 0.580 eV

---

# 10
# C3H7FN4

C3H7FN4 as an isolated structure (ωB97M-V/def2-TZVPD, OMol25).

The geometry in ORCA input format:
```
! RIJCOSX wB97M-V def2-TZVPD def2/J DEFGRID3
* xyz 0 1
C -1.088 0.003 -0.121
C 0.099 -0.448 0.077
C 1.456 0.222 -0.004
H -2.693 -0.586 0.668
H -1.866 -1.760 0.038
H -0.806 2.069 -0.063
H -2.362 1.517 -0.533
H 3.492 -0.383 -0.439
H 2.215 -1.856 -0.260
H 1.047 1.701 0.870
N -2.183 -0.827 -0.375
N -1.520 1.370 0.028
N 2.329 -0.600 -0.449
N 1.676 1.432 0.175
F 0.204 -1.855 0.389
*
```

LUMO = 0.719 eV

---

# 11
# C3H7FO

A 2-piece molecular cluster, C3H7FO overall (ωB97M-V/def2-TZVPD, OMol25).

The geometry in ORCA input format:
```
! RIJCOSX wB97M-V def2-TZVPD def2/J DEFGRID3
* xyz 0 1
C -0.157 -0.616 -1.389
C 0.755 0.653 0.865
C -0.055 -0.472 0.092
O 0.027 1.423 1.770
F 0.003 -1.621 0.716
H -0.416 0.218 -1.933
H -0.852 -1.429 -1.749
H 0.921 -1.058 -1.633
H 1.732 0.187 1.269
H 0.985 1.385 -0.024
H -2.027 -0.165 0.672
H -0.915 1.494 1.343
*
```

LUMO (alpha / beta) = -0.169 / -0.160 eV

---

# 12
# C3H7FO3

A 2-piece molecular cluster, C3H7FO3 overall (ωB97M-V/def2-TZVPD, OMol25).

The geometry in ORCA input format:
```
! RIJCOSX wB97M-V def2-TZVPD def2/J DEFGRID3
* xyz 0 1
C 0.825 1.171 0.657
C -0.534 0.508 0.753
C -0.003 -1.594 -0.548
O -1.489 0.808 -0.284
O 1.363 -1.455 -0.716
O -0.744 -1.193 -1.548
F 0.883 2.271 1.553
H 1.521 0.570 1.114
H 1.101 1.750 -0.326
H -0.931 0.564 1.797
H -0.121 -2.458 0.163
H -2.225 0.628 0.286
H 1.699 -1.238 -1.612
H -1.346 -0.331 -1.289
*
```

LUMO (alpha / beta) = 0.725 / 0.725 eV

---

# 13
# C3H7FOS

One molecule with the formula C3H7FOS (ωB97M-V/def2-TZVPD, OMol25).

The geometry in ORCA input format:
```
! RIJCOSX wB97M-V def2-TZVPD def2/J DEFGRID3
* xyz 0 1
O 2.339 -0.343 -0.491
C 1.015 -0.723 -0.101
C 0.250 0.586 0.189
F 0.390 1.281 -0.970
C -1.205 0.519 0.597
S -2.139 -0.231 -0.739
H 2.156 0.359 -1.128
H 1.224 -1.372 0.718
H 0.535 -1.246 -0.971
H 0.747 1.069 1.010
H -1.611 1.535 0.524
H -1.502 0.062 1.557
H -2.199 -1.498 -0.195
*
```

SMILES = OC[C@@H](F)CS
LUMO = 0.721 eV

---

# 14
# C3H7FSi

C3H7FSi as an isolated structure (ωB97M-V/def2-TZVPD, OMol25).

The geometry in ORCA input format:
```
! RIJCOSX wB97M-V def2-TZVPD def2/J DEFGRID3
* xyz 0 3
C -1.770 0.316 -0.587
C -0.899 -0.011 0.332
C 1.854 1.181 0.760
F 3.212 1.027 0.389
Si 1.000 -0.430 0.074
H -2.774 0.612 -0.407
H -1.566 0.223 -1.599
H -1.160 0.046 1.419
H 1.685 2.161 0.346
H 1.786 1.285 1.768
H -0.480 -3.533 -1.314
H -0.887 -2.876 -1.180
*
```

⟨S²⟩ = 2.002
LUMO (alpha / beta) = 1.214 / -2.131 eV

---

# 15
# C3H7I

A 2-piece molecular cluster, C3H7I overall (ωB97M-V/def2-TZVPD, OMol25).

The geometry in ORCA input format:
```
! RIJCOSX wB97M-V def2-TZVPD def2/J DEFGRID3
* xyz 0 1
C -1.105 1.105 -0.816
C -1.103 1.267 0.476
H -0.791 1.815 -1.592
H -1.600 0.253 -1.257
H -0.599 2.109 1.007
H -1.468 0.518 1.270
C 1.532 -1.271 0.159
I -0.148 -2.599 0.614
H 2.394 -1.650 0.512
H 1.585 -1.223 -0.897
H 1.304 -0.325 0.524
*
```

SMILES = C=C.CI
LUMO = 0.413 eV

---

# 16
# C3H7I2N

A 2-piece molecular cluster, C3H7I2N overall (ωB97M-V/def2-TZVPD, OMol25).

The geometry in ORCA input format:
```
! RIJCOSX wB97M-V def2-TZVPD def2/J DEFGRID3
* xyz 0 1
C -1.075 -0.229 -1.186
C -0.502 0.662 -0.126
C -0.684 0.124 1.324
N 0.340 1.493 -0.513
I 1.566 2.660 0.600
H -1.192 0.164 -2.158
H -0.513 -1.119 -1.049
H -2.144 -0.323 -0.887
H -1.755 -0.184 1.468
H -0.211 0.791 1.965
H -0.109 -0.771 1.415
I 2.396 -1.080 -0.196
H 3.884 -2.189 -0.658
*
```

SMILES = CC(C)=NI.I
LUMO = -0.508 eV

---

# 17
# C3H7IN

An isolated ion of composition C3H7IN and charge +1 (ωB97M-V/def2-TZVPD, OMol25).

The geometry in ORCA input format:
```
! RIJCOSX wB97M-V def2-TZVPD def2/J DEFGRID3
* xyz 1 1
C -0.645 -0.456 0.971
C 0.589 0.114 0.453
C -1.203 0.120 -1.069
N 0.239 0.644 -0.899
I -2.852 1.481 -1.262
H -0.763 -1.482 1.044
H -1.254 0.300 1.491
H 1.068 0.819 1.138
H 1.416 -0.585 0.204
H -1.254 -0.605 -1.931
H 0.264 1.687 -0.797
H 0.882 0.198 -1.554
*
```

LUMO = -4.829 eV

---

# 18
# C3H7IN2PS

A 2-piece molecular cluster, C3H7IN2PS overall (ωB97M-V/def2-TZVPD, OMol25).

The geometry in ORCA input format:
```
! RIJCOSX wB97M-V def2-TZVPD def2/J DEFGRID3
* xyz 1 1
C 3.504 -1.864 -0.030
C -1.818 0.522 0.210
C 0.653 -0.507 -0.659
N -1.502 1.659 -0.329
N -2.996 0.500 0.944
P 2.036 -2.583 -0.072
S -0.757 -0.786 0.286
I 2.035 1.273 -0.228
H 4.435 -2.410 0.052
H 3.490 -0.815 -0.239
H 0.462 -0.497 -1.697
H -2.119 2.591 -0.178
H -0.528 1.895 -0.589
H -3.685 1.261 0.815
H -3.209 -0.237 1.715
*
```

LUMO = -4.113 eV

---

Across the entries above, ΔE to the lowest compared entry with this formula, charge and spin takes the values 257.0, 305.1, 45.2, 224.8, 25.9, 324.9, 404.4, 91.3, 371.8, 361.5, 413.7, 427.1, 81.2, 0.0, 87.3, 0.0, 352.9, 196.5 kJ/mol, respectively.
Across the entries above, maximum force takes the values 2.77, 3.64, 3.16, 5.78, 2.95, 4.85, 3.81, 1.43, 8.16, 11.53, 4.58, 4.06, 2.87, 3.69, 3.67, 3.59, 5.31, 4.65 eV/A, respectively.